1.
Formula: C3H6O2
Source: the Open Molecules 2025 dataset
Level of theory: ωB97M-V/def2-TZVPD

Element x y z (Å)
C  1.363  0.013  -0.220
C  0.142  -0.262  0.679
C  -1.106  0.284  0.059
O  -1.484  1.419  0.152
O  -1.761  -0.624  -0.715
H  0.995  0.417  -1.163
H  1.973  0.807  0.195
H  1.989  -0.860  -0.367
H  0.237  0.196  1.660
H  0.055  -1.317  0.926
H  -2.402  -0.074  -1.206

Forces on atoms 1 to 2 (eV/Å):
-0.4 0.5 0.1
0.2 -0.3 0.8

HOMO level: -10.576 eV
net charge: 0
energy above the lowest of the compared OMol25 structures with the same formula, charge and spin: 2.08 kcal per mole
SMILES: CCC(=O)O
Kohn-Sham gap: 11.428 eV
LUMO: 0.85 eV



2.
Formula: C3H6O2
Source: the Open Molecules 2025 dataset
Level of theory: ωB97M-V/def2-TZVPD

Element x y z (Å)
O  1.518  -0.921  0.550
C  0.249  -0.319  0.629
C  0.287  1.172  0.356
O  -0.996  0.802  -0.903
C  -0.709  -0.580  -0.540
H  2.021  -0.393  -0.088
H  -0.173  -0.636  1.587
H  -0.244  1.806  1.071
H  -0.036  1.247  -1.031
H  -1.661  -1.035  -0.268
H  -0.256  -1.142  -1.364

Forces on atoms 1 to 2 (eV/Å):
0.2 0.0 -0.2
-0.3 0.0 0.1

HOMO level: -9.021 eV
net charge: 0
energy above the lowest of the compared OMol25 structures with the same formula, charge and spin: 121.50 kcal per mole
Kohn-Sham gap: 9.605 eV
LUMO: 0.58 eV



3.
Formula: C3H6O2
Source: the Open Molecules 2025 dataset
Level of theory: ωB97M-V/def2-TZVPD

Element x y z (Å)
C  2.325  0.467  -0.537
C  1.826  -0.580  0.092
O  0.962  -0.409  1.167
H  2.928  0.367  -1.424
H  1.917  1.446  -0.296
H  2.094  -1.622  -0.061
H  0.095  -0.732  0.884
C  -3.043  0.262  0.044
O  -2.875  0.323  1.228
H  -3.682  -0.489  -0.451
H  -2.547  0.965  -0.646

Forces on atoms 1 to 2 (eV/Å):
-0.7 0.1 -0.5
0.0 0.0 0.7

HOMO level: -9.707 eV
net charge: 0
energy above the lowest of the compared OMol25 structures with the same formula, charge and spin: 58.84 kcal per mole
SMILES: C=CO.C=O
Kohn-Sham gap: 10.278 eV
LUMO: 0.57 eV



4.
Formula: C3H6O2
Source: the Open Molecules 2025 dataset
Level of theory: ωB97M-V/def2-TZVPD

Element x y z (Å)
C  -1.560  -1.121  -0.024
C  -0.361  -1.594  0.304
O  0.498  -0.737  0.949
O  0.307  0.436  -0.050
C  1.140  1.567  -0.104
H  -2.152  -1.543  -0.822
H  -1.880  -0.184  0.419
H  0.075  -2.508  -0.101
H  0.699  2.079  -0.979
H  1.048  2.245  0.752
H  2.188  1.361  -0.345

Forces on atoms 1 to 2 (eV/Å):
-0.1 -0.3 0.1
-0.3 0.2 -0.3

HOMO level: -9.285 eV
net charge: 0
energy above the lowest of the compared OMol25 structures with the same formula, charge and spin: 123.54 kcal per mole
SMILES: C=COOC
Kohn-Sham gap: 9.980 eV
LUMO: 0.70 eV



5.
Formula: C3H6O2
Source: the Open Molecules 2025 dataset
Level of theory: ωB97M-V/def2-TZVPD

Element x y z (Å)
O  0.550  -1.345  -0.780
C  -0.422  -0.747  0.096
C  0.080  0.412  0.967
C  -0.106  1.023  -0.334
O  0.796  0.932  -1.278
H  0.144  -1.800  0.322
H  -1.473  -0.864  -0.163
H  1.102  0.270  1.316
H  -0.627  0.698  1.744
H  -1.033  1.548  -0.566
H  0.989  -0.126  -1.325

Forces on atoms 1 to 2 (eV/Å):
0.1 0.0 -0.1
-0.3 -0.1 0.1

HOMO level: -8.699 eV
net charge: 0
energy above the lowest of the compared OMol25 structures with the same formula, charge and spin: 116.57 kcal per mole
Kohn-Sham gap: 9.497 eV
LUMO: 0.80 eV



6.
Formula: C3H6O2PS
Source: the Open Molecules 2025 dataset
Level of theory: ωB97M-V/def2-TZVPD

Element x y z (Å)
C  -3.124  -1.061  -0.002
C  1.913  1.385  0.417
C  0.482  -1.070  -0.463
O  -2.848  -2.193  0.014
O  -0.964  1.111  0.156
P  0.207  0.347  0.745
S  -3.707  0.353  -0.072
H  1.598  2.434  0.119
H  2.243  1.485  1.449
H  2.622  1.014  -0.268
H  0.314  -2.099  0.016
H  -0.229  -0.940  -1.300
H  1.492  -0.767  -0.812

Forces on atoms 1 to 2 (eV/Å):
-0.4 -1.8 -0.1
-2.9 1.4 0.9

HOMO level: -2.168 eV
net charge: -1
energy above the lowest of the compared OMol25 structures with the same formula, charge and spin: 51.42 kcal per mole
Kohn-Sham gap: 5.379 eV
LUMO: 3.21 eV



7.
Formula: C3H6O2S
Source: the Open Molecules 2025 dataset
Level of theory: ωB97M-V/def2-TZVPD

Element x y z (Å)
O  -1.262  -0.691  0.945
C  -0.505  0.476  0.797
C  -0.059  0.916  -0.484
O  -0.591  0.243  -1.516
C  1.072  0.193  0.299
S  1.205  -1.522  -0.380
H  -1.366  -1.049  -0.128
H  -0.354  1.163  1.711
H  -0.089  2.088  -0.485
H  0.016  -0.470  -1.737
H  1.879  0.652  0.750
H  0.054  -1.999  0.229

Forces on atoms 1 to 2 (eV/Å):
-0.5 -0.1 -4.1
2.2 -1.5 3.7

HOMO level: -9.061 eV
net charge: 0
energy above the lowest of the compared OMol25 structures with the same formula, charge and spin: 83.02 kcal per mole
SMILES: O[C@@H]1[C@H](O)[C@@H]1S
Kohn-Sham gap: 9.649 eV
LUMO: 0.59 eV



8.
Formula: C3H6O3
Source: the Open Molecules 2025 dataset
Level of theory: ωB97M-V/def2-TZVPD

Element x y z (Å)
O  1.676  1.409  -0.219
C  1.102  0.647  0.526
C  0.413  -0.594  -0.019
O  0.648  -0.689  -1.399
C  -1.092  -0.452  0.252
O  -1.503  0.903  0.264
H  1.047  0.829  1.614
H  0.806  -1.481  0.508
H  1.237  0.053  -1.622
H  -1.616  -1.031  -0.518
H  -1.357  -0.857  1.232
H  -1.361  1.264  -0.620

Forces on atoms 1 to 2 (eV/Å):
-0.2 -0.4 0.4
0.2 0.2 -0.2

HOMO level: -10.371 eV
net charge: 0
energy above the lowest of the compared OMol25 structures with the same formula, charge and spin: 32.00 kcal per mole
SMILES: O=C[C@H](O)CO
Kohn-Sham gap: 11.196 eV
LUMO: 0.82 eV